{"formula": "C44H49N6RuS3", "method": "ωB97M-V/def2-TZVPD", "elements": ["Ru", "C", "C", "C", "C", "C", "C", "C", "C", "C", "C", "C", "C", "C", "C", "C", "C", "N", "C", "C", "C", "N", "C", "C", "C", "N", "C", "C", "C", "C", "C", "C", "C", "C", "C", "C", "C", "C", "N", "C", "C", "H", "H", "H", "H", "H", "H", "H", "H", "H", "H", "H", "H", "H", "H", "H", "H", "H", "H", "H", "H", "H", "H", "H", "H", "H", "H", "H", "H", "H", "H", "H", "H", "H", "H", "H", "H", "H", "H", "H", "H", "H", "H", "H", "H", "S", "C", "S", "C", "N", "N", "C", "C", "C", "C", "C", "C", "S", "H", "H", "H", "H", "H"], "coordinates": [[-0.2698, -0.2155, -1.4022], [5.2854, -2.4343, 0.0176], [5.1396, -1.8282, -1.3860], [3.9789, -0.8906, -1.4561], [3.9786, 0.4593, -1.3932], [5.1425, 1.3871, -1.2639], [5.3983, 1.7762, 0.1984], [2.5778, 0.8795, -1.4344], [2.1467, 2.1920, -1.3880], [0.8227, 2.6326, -1.4079], [0.4131, 4.0227, -1.3556], [1.3298, 5.1960, -1.2348], [1.6938, 5.4813, 0.2289], [-0.9475, 4.0224, -1.3872], [-1.3543, 2.6335, -1.4701], [-2.6773, 2.1988, -1.5429], [-3.1094, 0.8882, -1.6396], [-2.2989, -0.2023, -1.7056], [-3.1113, -1.2964, -1.7333], [-2.6790, -2.6080, -1.7467], [-1.3533, -3.0468, -1.7226], [-0.2616, -2.2322, -1.6999], [0.8242, -3.0518, -1.6980], [2.1493, -2.6158, -1.6417], [2.5791, -1.3059, -1.5458], [1.7665, -0.2114, -1.5239], [0.4132, -4.4406, -1.7276], [-0.9483, -4.4376, -1.7234], [-1.8659, -5.6167, -1.7509], [-2.3311, -5.9381, -3.1779], [1.3242, -5.6243, -1.6962], [1.7580, -5.9557, -0.2615], [-4.5140, -0.8790, -1.7205], [-4.5130, 0.4713, -1.6639], [-5.6789, 1.4021, -1.5927], [-6.0116, 1.7895, -0.1457], [-5.6807, -1.8116, -1.7239], [-5.9283, -2.4158, -0.3339], [-0.2632, 1.8156, -1.4700], [-1.8714, 5.1922, -1.2920], [-2.4088, 5.3719, 0.1350], [6.1049, -3.1532, 0.0429], [4.3690, -2.9442, 0.3160], [5.4883, -1.6534, 0.7501], [5.0099, -2.6316, -2.1154], [6.0576, -1.2979, -1.6432], [4.9574, 2.2900, -1.8499], [6.0347, 0.9097, -1.6718], [4.5387, 2.3032, 0.6143], [6.2732, 2.4224, 0.2756], [5.5719, 0.8875, 0.8050], [2.9084, 2.9569, -1.3233], [0.8521, 6.0778, -1.6647], [2.2447, 5.0132, -1.8024], [0.7984, 5.7068, 0.8072], [2.3720, 6.3324, 0.2979], [2.1768, 4.6148, 0.6823], [-3.4395, 2.9649, -1.5016], [-3.4356, -3.3804, -1.7636], [2.9054, -3.3891, -1.6510], [-2.7354, -5.4188, -1.1204], [-1.3557, -6.4855, -1.3331], [-2.8633, -5.0892, -3.6089], [-2.9945, -6.8034, -3.1829], [-1.4743, -6.1573, -3.8157], [2.2084, -5.4287, -2.3070], [0.8175, -6.4888, -2.1276], [2.2802, -5.1100, 0.1876], [2.4207, -6.8216, -0.2483], [0.8883, -6.1764, 0.3574], [-6.5507, 0.9293, -2.0478], [-5.4616, 2.3062, -2.1659], [-6.2226, 0.9014, 0.4497], [-6.8861, 2.4400, -0.1162], [-5.1743, 2.3114, 0.3191], [-5.5042, -2.6161, -2.4425], [-6.5759, -1.2768, -2.0444], [-5.0386, -2.9297, 0.0304], [-6.7511, -3.1305, -0.3679], [-6.1794, -1.6336, 0.3820], [-2.7117, 5.0616, -1.9779], [-1.3424, 6.0980, -1.5923], [-2.9598, 4.4872, 0.4560], [-3.0761, 6.2325, 0.1894], [-1.5887, 5.5256, 0.8356], [-1.1989, -0.6176, 6.7119], [-0.6934, -0.2980, 5.1678], [-1.5620, -0.9874, 3.8201], [-0.4076, -0.2496, 2.6963], [0.4867, 0.4407, 3.3021], [0.3518, 0.4335, 4.6740], [1.3573, 1.1736, 5.3706], [2.3948, 1.7106, 4.6012], [3.4050, 2.4415, 5.1988], [3.4077, 2.6516, 6.5692], [2.3822, 2.1220, 7.3325], [1.3581, 1.3903, 6.7472], [-0.6114, -0.6077, 1.0454], [2.3881, 1.5431, 3.5362], [4.1997, 2.8498, 4.5873], [4.1983, 3.2236, 7.0378], [2.3678, 2.2745, 8.4038], [0.5747, 0.9958, 7.3645]], "spin_multiplicity": 2, "charge": 0, "lumo_ha": [-0.0410, -0.1089], "homo_ev": [-6.7, -6.8]}